No. 1
Formula: C26H62O
Source: the Open Molecules 2025 dataset
Level of theory: ωB97M-V/def2-TZVPD

Summary:
**E_tot**: -1102.57967 hartree
**2S+1**: 1
**Relative energy (zero: lowest compared OMol25 entry of this formula, charge and spin)**: 148.1 kJ/mol
**HOMO-LUMO gap**: 0.4031 Eh

Atoms and positions in Å:
1 C 6.01200 140.68200 60.60100
2 C 5.71800 139.20500 60.35700
3 C 6.76900 138.31800 61.09000
4 C 6.65200 136.82100 60.76000
5 C 5.52700 136.24100 61.29900
6 C 5.25600 134.68800 60.83400
7 H 5.49600 141.15300 59.92800
8 H 7.16100 141.08300 60.43700
9 H 5.92800 140.89700 61.63000
10 H 5.84300 139.16600 59.51200
11 H 4.75000 138.92300 60.68500
12 H 6.62500 138.41200 62.12800
13 H 7.67300 138.70300 60.91000
14 H 7.52900 136.34700 61.01100
15 H 6.54100 136.66500 59.66800
16 H 4.58500 136.86100 61.26800
17 H 5.53900 136.14900 62.50800
18 H 6.14600 134.11400 61.09500
19 H 5.14700 134.71000 59.74500
20 H 4.34800 134.18900 61.20900
21 C 3.63500 134.60300 65.08500
22 C 2.01700 134.66700 65.38100
23 C 1.12800 134.69000 64.14300
24 C -0.29300 135.15600 64.28000
25 C -1.08200 134.15800 65.19500
26 C -2.35300 134.86700 65.80900
27 H 4.10900 134.49400 66.09600
28 H 4.10700 135.41900 64.58100
29 H 3.76500 133.50500 64.33500
30 H 1.81600 135.68700 66.10200
31 H 1.80200 133.78000 65.89800
32 H 1.19900 133.72800 63.60300
33 H 1.38700 135.56600 63.51700
34 H -0.87300 135.28100 63.40900
35 H -0.27300 136.26300 64.66500
36 H -0.56100 133.71800 66.08300
37 H -1.33200 133.18300 64.62300
38 H -2.72900 135.69500 64.99500
39 H -1.96800 135.41700 66.60900
40 H -3.29700 134.34100 66.02800
41 C 3.47700 130.61100 67.22100
42 C 4.96700 131.00900 67.27600
43 C 5.55300 131.50500 68.66200
44 C 5.40800 132.93100 69.01500
45 C 6.23300 134.00900 68.12500
46 C 5.87000 135.45700 68.59300
47 H 3.24200 130.50100 66.17100
48 H 2.99500 131.31000 67.67800
49 H 2.92800 129.88500 67.90000
50 H 5.15100 131.66100 66.33300
51 H 5.50600 130.18300 66.91500
52 H 6.53600 131.20100 68.63200
53 H 5.03400 130.93900 69.39400
54 H 5.35600 132.97900 69.94300
55 H 4.46700 133.10100 68.80100
56 H 5.94300 133.75200 67.08200
57 H 7.17300 133.83300 68.45400
58 H 6.37500 136.21800 67.76800
59 H 6.03100 135.63100 69.64800
60 H 4.89500 135.61800 68.34900
61 C -2.22400 134.31000 70.52000
62 C -0.97900 134.47100 69.62100
63 C -0.43400 135.99100 69.84100
64 C 0.64200 136.30100 68.81500
65 C 1.22400 137.61800 68.97600
66 C 2.09200 138.06100 67.83100
67 H -3.18300 134.66700 70.05700
68 H -1.96700 134.47000 71.54500
69 H -2.56900 133.12000 70.41000
70 H -1.20300 134.20000 68.61200
71 H -0.17500 133.93600 69.99800
72 H -0.30200 136.19300 70.81300
73 H -1.25700 136.52100 69.50800
74 H 0.03500 136.20600 67.72400
75 H 1.38700 135.43100 68.77800
76 H 1.86300 137.70900 69.96100
77 H 0.44200 138.30800 68.91200
78 H 1.64000 138.05900 66.90200
79 H 2.84100 137.25900 67.44800
80 H 2.66600 139.09400 68.01700
81 C 4.73600 138.24400 64.57100
82 C 4.37300 139.72400 64.82900
83 O 4.72500 140.18900 66.21100
84 H 5.70200 137.77900 64.90400
85 H 4.51200 137.95500 63.61300
86 H 4.20000 137.63100 65.17500
87 H 3.34000 139.91500 64.80900
88 H 4.99000 140.31400 64.00100
89 H 4.42700 140.99500 66.40300



No. 2
Formula: C26H62O20S5
Source: the Open Molecules 2025 dataset
Level of theory: ωB97M-V/def2-TZVPD

Summary:
**E_tot**: -4523.49849 hartree
**2S+1**: 1
**Relative energy (zero: lowest compared OMol25 entry of this formula, charge and spin)**: 0.0 kJ/mol
**HOMO-LUMO gap**: 0.3526 Eh

Atoms and positions in Å:
1 C -1.82013 1.41746 6.42402
2 C -0.91361 0.17677 6.55806
3 C -1.91401 -0.98237 6.58863
4 O -3.13743 -0.44581 7.06360
5 C -3.24111 0.85363 6.49068
6 H -1.63129 1.99931 5.52582
7 H -1.65104 2.01729 7.31791
8 H -0.24757 0.15403 7.41599
9 H -0.27369 0.06452 5.68309
10 H -1.64045 -1.83363 7.20964
11 H -2.09775 -1.37349 5.57399
12 H -3.90426 1.43180 7.13692
13 H -3.76207 0.78842 5.52405
14 C -1.73283 2.96971 -0.36158
15 C -0.57348 3.74464 -1.00101
16 C 0.55329 3.09958 -0.21768
17 O 0.10144 3.19617 1.13122
18 C -1.33787 2.99783 1.11410
19 H -1.75630 1.94825 -0.74983
20 H -2.72370 3.39686 -0.52114
21 H -0.65161 4.79190 -0.70798
22 H -0.53080 3.57230 -2.07344
23 H 1.53590 3.56394 -0.29672
24 H 0.65853 2.04618 -0.49202
25 H -1.74086 3.91482 1.55783
26 H -1.61942 2.13526 1.71087
27 O -0.58361 1.21715 -3.99164
28 S -1.76825 1.64281 -4.64206
29 O -2.30101 0.89322 -5.72755
30 O -2.90458 1.81884 -3.54301
31 C -4.02969 0.89869 -3.52386
32 C -5.18859 1.61965 -2.87088
33 C -1.63230 3.30742 -5.14203
34 H -3.73713 -0.02119 -3.02014
35 H -4.27975 0.65406 -4.55702
36 H -5.66017 2.32421 -3.55304
37 H -4.86068 2.14203 -1.97207
38 H -5.95271 0.90248 -2.56493
39 H -1.40853 3.93904 -4.28519
40 H -2.57942 3.64771 -5.55334
41 H -0.86414 3.33359 -5.91125
42 O 2.16035 0.56242 5.10433
43 S 2.38861 1.95941 5.22688
44 O 2.09508 2.64763 6.45364
45 O 3.91164 2.20028 4.92167
46 C 4.40817 3.54501 4.72709
47 C 5.73735 3.40891 4.03042
48 C 1.52336 2.88735 3.98590
49 H 4.55005 3.96403 5.72491
50 H 3.70554 4.14210 4.15405
51 H 6.25925 2.52184 4.39251
52 H 6.37861 4.28073 4.14231
53 H 5.61738 3.23566 2.95630
54 H 1.62337 3.92932 4.27602
55 H 0.49254 2.58644 3.87366
56 H 2.06832 2.77687 3.04677
57 O -2.74485 -1.87923 -9.41124
58 S -3.72740 -1.95003 -8.39998
59 O -4.79744 -2.89643 -8.50188
60 O -2.95326 -2.18873 -7.04848
61 C -3.72071 -2.52098 -5.86692
62 C -2.76726 -3.14693 -4.87208
63 C -4.39460 -0.32947 -8.14791
64 H -4.53994 -3.17700 -6.15840
65 H -4.19425 -1.61990 -5.46250
66 H -3.08518 -4.15556 -4.59829
67 H -2.73743 -2.62714 -3.91638
68 H -1.76775 -3.22132 -5.28871
69 H -4.98921 -0.10076 -9.02792
70 H -3.51805 0.30862 -8.05133
71 H -5.02091 -0.30176 -7.26176
72 O -1.40544 -4.46486 -2.05314
73 S -0.15032 -5.04319 -1.74184
74 O 1.00983 -4.60681 -2.44168
75 O 0.06815 -4.80594 -0.20973
76 C 1.39385 -4.87440 0.35528
77 C 1.39411 -4.01987 1.58993
78 C -0.26207 -6.79401 -1.86808
79 H 2.14374 -4.51700 -0.34738
80 H 1.57284 -5.91556 0.63094
81 H 0.60684 -4.33684 2.27843
82 H 1.23206 -2.96739 1.36364
83 H 2.32148 -4.16580 2.14749
84 H 0.65383 -7.19067 -1.42346
85 H -0.28606 -7.03915 -2.92577
86 H -1.09931 -7.20046 -1.31075
87 O 3.50429 1.20823 1.85127
88 S 4.39606 0.84746 0.80647
89 O 4.91515 1.86580 -0.06096
90 O 5.61716 0.13082 1.52644
91 C 6.80450 -0.03915 0.75202
92 C 7.77634 -0.83914 1.60393
93 C 3.70493 -0.49105 -0.14781
94 H 7.21176 0.93220 0.47714
95 H 6.60801 -0.60309 -0.16534
96 H 7.31683 -1.78491 1.89541
97 H 8.03562 -0.31621 2.52627
98 H 8.71304 -1.04896 1.08835
99 H 2.65842 -0.21822 -0.26438
100 H 3.85581 -1.39528 0.42611
101 H 4.16654 -0.41004 -1.12848
102 C -1.47016 -1.34243 -1.54242
103 O -1.61468 -1.40303 -0.11279
104 C -0.66630 -0.78109 0.56503
105 O 0.39547 -0.43270 0.10807
106 O -1.06227 -0.65005 1.83195
107 C -0.13340 -0.10227 2.77292
108 H -0.69635 -2.02625 -1.87440
109 H -1.29065 -0.32781 -1.89868
110 H -2.41888 -1.66475 -1.96236
111 H 0.10062 -0.84424 3.54047
112 H -0.61032 0.73783 3.26578
113 H 0.83026 0.13379 2.32646